Entry 1:
{
  "formula": "C18H24NO2PdSe4",
  "method": "ωB97M-V/def2-TZVPD",
  "symbols": ["Pd", "C", "Se", "C", "C", "Se", "C", "H", "H", "H", "H", "H", "H", "H", "H", "H", "H", "O", "C", "C", "C", "O", "C", "Se", "C", "Se", "H", "H", "H", "H", "H", "H", "H", "H", "H", "H", "N", "C", "C", "C", "C", "C", "C", "C", "C", "C", "H", "H", "H", "H"],
  "positions_angstrom": [[-1.2414, -0.8505, 0.5877], [-1.9457, -1.4895, 4.2549], [-2.8655, -1.2094, 2.5653], [-3.1684, -3.0777, 2.0675], [-1.9220, -3.9306, 2.1414], [-0.4821, -3.3303, 0.9596], [-1.2007, -4.0378, -0.7069], [-2.4048, -2.3474, 4.7408], [-2.1213, -0.5980, 4.8500], [-0.8794, -1.6397, 4.1147], [-3.5707, -3.0241, 1.0556], [-3.9512, -3.4695, 2.7186], [-2.1468, -4.9633, 1.8734], [-1.4917, -3.9335, 3.1416], [-1.2556, -5.1197, -0.6220], [-0.5037, -3.7478, -1.4884], [-2.1766, -3.6110, -0.9191], [-0.8435, 4.2668, 1.7361], [-1.8357, 3.7176, 0.8720], [-1.1308, 3.0911, -0.3293], [-0.6153, 4.2122, -1.2643], [0.3948, 5.0037, -0.6873], [-2.1372, 2.2721, -1.1367], [-2.8998, 0.6963, -0.2760], [0.0597, 2.2434, 0.0485], [-0.1956, 1.1081, 1.5894], [-1.2713, 4.6500, 2.5082], [-2.5060, 4.5072, 0.5121], [-2.4359, 2.9666, 1.3908], [-1.4730, 4.8180, -1.5842], [-0.1730, 3.7650, -2.1578], [0.0988, 5.3060, 0.1816], [-1.7244, 1.9739, -2.0985], [-3.0290, 2.8812, -1.3179], [0.9179, 2.8811, 0.2727], [0.3325, 1.5729, -0.7635], [7.6865, -0.7226, -3.0635], [6.5730, -0.7434, -2.7835], [5.1789, -0.7807, -2.4281], [4.4267, -1.9187, -2.7124], [3.0953, -1.9680, -2.3482], [2.5027, -0.8789, -1.7058], [3.2611, 0.2639, -1.4380], [4.5953, 0.3125, -1.7926], [1.1350, -0.9258, -1.2823], [-0.0431, -0.8870, -0.9713], [4.8938, -2.7562, -3.2114], [2.5043, -2.8472, -2.5648], [2.7960, 1.1070, -0.9455], [5.1889, 1.1914, -1.5833]],
  "total_charge": 1,
  "gap_ev": [5.8, 5.8],
  "de_lowest_kcal_mol": 47.2,
  "homo_ev": [-11.302, -11.303]
}

---

Entry 2:
{
  "formula": "C4H12",
  "method": "ωB97M-V/def2-TZVPD",
  "symbols": ["C", "C", "H", "H", "H", "H", "H", "H", "C", "C", "H", "H", "H", "H", "H", "H"],
  "positions_angstrom": [[-1.1082, 0.1045, 1.4036], [-0.2732, 1.3759, 1.6933], [-0.6290, -0.8654, 1.4066], [-1.9833, -0.1031, 2.0309], [-1.5589, 0.4315, 0.4569], [0.7736, 1.1498, 1.4900], [-0.3973, 1.6688, 2.7377], [-0.6060, 2.2124, 1.0857], [0.3852, -1.4007, -1.2738], [1.0218, -0.0931, -1.8170], [-0.2947, -1.7347, -2.0587], [1.1334, -2.1981, -1.2004], [-0.1240, -1.2712, -0.3336], [1.1270, -0.0606, -2.9026], [0.2350, 0.6199, -1.5281], [1.9679, 0.2701, -1.4287]],
  "total_charge": 0,
  "gap_ev": 12.5,
  "de_lowest_kcal_mol": 16.0,
  "homo_ev": -11.315
}

---

Entry 3:
{
  "formula": "C22H38FN2O12",
  "method": "ωB97M-V/def2-TZVPD",
  "symbols": ["F", "C", "C", "C", "O", "C", "O", "O", "H", "H", "H", "H", "H", "H", "C", "C", "C", "O", "C", "O", "O", "H", "H", "H", "H", "H", "H", "C", "O", "C", "O", "O", "C", "H", "H", "H", "H", "H", "H", "C", "O", "C", "O", "O", "C", "H", "H", "H", "H", "H", "H", "C", "C", "C", "C", "N", "H", "H", "H", "H", "H", "H", "H", "C", "C", "C", "C", "N", "H", "H", "H", "H", "H", "H", "H"],
  "positions_angstrom": [[-17.9470, -6.9480, -15.1720], [-17.7330, -9.2650, -13.0850], [-17.9880, -10.7040, -13.5470], [-18.1330, -10.6030, -15.0870], [-16.8060, -10.9920, -15.6410], [-16.1920, -11.6250, -14.6490], [-15.0960, -12.2350, -14.7750], [-16.8140, -11.4910, -13.4630], [-17.7350, -9.3090, -12.0000], [-18.5850, -8.6900, -13.3350], [-16.8680, -8.8490, -13.5240], [-18.9530, -11.0490, -13.2300], [-18.5300, -9.6520, -15.3150], [-18.8340, -11.3390, -15.5400], [-18.6340, -4.6280, -10.7390], [-17.7020, -5.7350, -11.2930], [-17.0020, -5.4610, -12.6950], [-15.7850, -5.0020, -12.2870], [-15.5220, -5.4090, -10.9910], [-14.5180, -5.2650, -10.3540], [-16.5690, -5.9830, -10.4430], [-19.6760, -4.8380, -11.0070], [-18.4030, -3.5850, -10.8920], [-18.5630, -4.6940, -9.6330], [-18.1960, -6.7550, -11.3270], [-17.5730, -4.8380, -13.3540], [-16.7500, -6.3130, -13.2540], [-18.1350, -4.4540, -16.5620], [-18.7120, -3.2770, -17.1310], [-19.4130, -3.2850, -18.2980], [-19.8190, -4.5020, -18.8850], [-19.7240, -2.0530, -18.8120], [-20.0490, -2.1380, -20.2360], [-18.7520, -4.7490, -15.6770], [-17.0730, -4.1840, -16.2720], [-18.1180, -5.2610, -17.1800], [-19.3400, -2.8460, -20.8030], [-20.1820, -1.1670, -20.7730], [-20.9670, -2.7320, -20.2740], [-14.6130, -4.8120, -15.1750], [-14.0580, -5.0120, -16.4360], [-12.8080, -4.7430, -16.6260], [-12.1250, -3.7540, -15.8640], [-12.2660, -5.5150, -17.6420], [-10.8880, -5.2890, -17.9720], [-15.4890, -5.4760, -15.2920], [-15.1280, -3.9010, -14.9840], [-14.0850, -5.2950, -14.2990], [-10.2690, -5.2710, -17.0420], [-10.8950, -4.2900, -18.3090], [-10.4280, -5.8430, -18.7200], [-19.9500, -9.3670, -18.4050], [-19.9490, -8.0890, -17.5760], [-20.6870, -7.9760, -16.2630], [-22.1570, -7.9070, -16.4830], [-23.2420, -7.8300, -16.6690], [-20.8050, -9.7120, -19.0020], [-19.5070, -10.1390, -17.8030], [-19.1470, -9.2270, -19.0170], [-20.2910, -7.1470, -18.1580], [-18.9020, -7.7570, -17.4010], [-20.3080, -7.1080, -15.6600], [-20.4950, -8.7370, -15.6100], [-14.6630, -7.8330, -18.5360], [-15.5930, -7.9590, -17.3260], [-14.9310, -8.6360, -16.1900], [-13.8000, -7.9490, -15.5220], [-12.8620, -7.4820, -15.1240], [-15.0860, -7.1540, -19.3310], [-14.2600, -8.7810, -18.9540], [-13.7910, -7.2270, -18.2830], [-16.4530, -8.5720, -17.7530], [-15.9940, -7.0370, -16.9660], [-14.7380, -9.6510, -16.3910], [-15.6930, -8.6640, -15.3720]],
  "total_charge": -1,
  "gap_ev": 9.1,
  "homo_ev": -6.645
}

---

| no. | M (g mol⁻¹) |
| --- | --- |
| 1 | 708.655 |
| 2 | 60.140 |
| 3 | 541.546 |